1.
Entry from the OMol25 dataset: the molecule C13H6N4S2 (ωB97M-V/def2-TZVPD).

Properties
- relative energy (zero: lowest compared OMol25 entry of this formula, charge and spin) (kJ/mol) = 15.4
- HOMO (eV) = -8.9

Geometry as ORCA input:
```
! wB97M-V def2-TZVPD RIJCOSX def2/J DEFGRID3
* xyz 0 1
N -3.327 -5.466 1.793
N 3.197 1.608 -4.787
C -2.424 -4.783 2.100
C 3.556 1.279 -3.741
N -2.453 -1.594 2.154
S -0.950 -3.846 2.572
S 3.962 0.780 -2.046
C -2.627 -0.346 1.680
C -1.310 -2.269 1.843
C 1.812 2.436 -1.416
C -0.314 -1.689 1.064
C 1.718 0.157 -0.612
C 0.535 2.680 -0.843
C 2.408 1.171 -1.299
C -0.470 -0.407 0.597
C 0.425 0.445 -0.152
C -1.625 0.289 0.914
C -0.186 1.676 -0.247
N -1.411 1.570 0.401
H -3.574 0.147 1.931
H 2.327 3.249 -1.946
H 0.594 -2.252 0.841
H 2.131 -0.850 -0.426
H 0.035 3.654 -0.940
H -2.031 2.362 0.564
*
```

Atom charges from the Mulliken analysis, given in e for atoms 1 to 4: N -0.405; N -0.386; C 0.351; C 0.312

2.
Entry from the OMol25 dataset: a cluster of 9 separate species, C36H54O27 in total (ωB97M-V/def2-TZVPD).

Properties
- relative energy (zero: lowest compared OMol25 entry of this formula, charge and spin) (kJ/mol) = 255.5
- HOMO (eV) = -10.3

Geometry as ORCA input:
```
! wB97M-V def2-TZVPD RIJCOSX def2/J DEFGRID3
* xyz 0 1
C -1.123 5.972 -0.333
C -0.003 6.627 0.386
C 1.373 6.041 0.150
O 2.223 7.132 -0.032
C 1.474 8.220 -0.340
O 1.906 9.311 -0.685
O 0.208 7.891 -0.221
H -2.110 6.398 -0.156
H -1.178 4.935 -0.003
H -1.045 6.017 -1.420
H -0.111 6.780 1.460
H 1.322 5.351 -0.693
H 1.643 5.537 1.078
C 3.485 3.800 3.941
C 3.603 2.245 3.847
C 3.130 1.594 5.127
O 2.306 0.567 4.703
C 1.992 0.684 3.471
O 1.134 0.002 2.914
O 2.660 1.702 2.890
H 4.191 4.253 4.637
H 2.483 4.225 3.988
H 3.848 4.224 3.005
H 4.548 1.953 3.388
H 2.682 2.296 5.830
H 3.918 1.150 5.734
C 1.898 -3.885 0.429
C 1.044 -4.250 1.615
C 0.799 -5.820 1.769
O 1.233 -6.087 3.070
C 1.591 -5.008 3.749
O 1.803 -4.933 4.942
O 1.683 -3.968 2.867
H 2.869 -4.374 0.501
H 2.196 -2.839 0.498
H 1.354 -3.831 -0.514
H 0.099 -3.707 1.612
H 1.309 -6.422 1.016
H -0.261 -6.076 1.743
C 3.644 3.532 -0.342
C 4.958 2.793 -0.235
C 6.063 3.372 -1.073
O 7.129 3.417 -0.126
C 6.692 3.351 1.075
O 7.355 3.630 2.087
O 5.458 3.013 1.056
H 2.828 3.156 0.274
H 3.329 3.549 -1.386
H 3.781 4.560 -0.007
H 4.798 1.752 -0.517
H 5.914 4.351 -1.528
H 6.257 2.772 -1.962
C -2.468 0.532 2.431
C -2.601 1.749 3.284
C -1.638 1.854 4.483
O -0.838 3.004 4.217
C -1.107 3.523 3.028
O -0.519 4.504 2.578
O -2.081 2.793 2.460
H -2.801 0.629 1.397
H -3.003 -0.304 2.880
H -1.436 0.182 2.427
H -3.640 1.979 3.520
H -1.010 0.965 4.526
H -2.223 1.916 5.401
C -0.774 -0.877 -0.531
C 0.128 0.354 -0.442
C 1.276 0.526 -1.484
O 1.081 1.751 -2.105
C -0.075 2.223 -1.810
O -0.596 3.251 -2.283
O -0.554 1.527 -0.779
H -1.046 -1.033 -1.575
H -1.652 -0.733 0.098
H -0.267 -1.767 -0.158
H 0.630 0.528 0.510
H 1.227 -0.280 -2.216
H 2.261 0.564 -1.019
C -3.161 -6.458 -0.757
C -2.476 -5.070 -0.668
C -3.366 -3.869 -1.064
O -3.025 -2.967 -0.063
C -2.486 -3.574 1.059
O -2.434 -3.123 2.178
O -2.089 -4.764 0.672
H -3.609 -6.701 -1.721
H -3.951 -6.475 -0.007
H -2.431 -7.205 -0.443
H -1.557 -5.138 -1.250
H -4.386 -4.225 -1.206
H -2.927 -3.345 -1.913
C -2.155 -5.873 -4.067
C -0.789 -5.149 -4.486
C -1.101 -4.010 -5.455
O -0.466 -2.920 -4.853
C 0.062 -3.275 -3.633
O 0.604 -2.465 -2.891
O -0.223 -4.564 -3.371
H -2.651 -6.270 -4.953
H -2.879 -5.163 -3.668
H -1.909 -6.675 -3.372
H -0.132 -5.800 -5.064
H -2.166 -3.777 -5.446
H -0.769 -4.280 -6.458
C -4.732 0.214 -1.539
C -4.653 0.110 -3.052
C -3.238 0.255 -3.629
O -3.185 -0.836 -4.554
C -4.052 -1.734 -4.231
O -4.040 -2.899 -4.588
O -5.033 -1.236 -3.417
H -5.788 0.204 -1.267
H -4.261 1.175 -1.331
H -4.220 -0.575 -0.990
H -5.393 0.715 -3.576
H -2.440 0.220 -2.888
H -3.149 1.207 -4.154
*
```

Atom charges from the Mulliken analysis, given in e for atoms 1 to 4: C -1.278; C 0.690; C 0.277; O -0.365

Number 1: E_tot -41207.846 eV, strongest force on any atom 2.6 eV/Å. Number 2: E_tot -93490.602 eV, strongest force on any atom 5.6 eV/Å.